Entry P
This record from OMol25 describes a molecular structure, C3H5N3O. The level of theory is ωB97M-V/def2-TZVPD.

CARTESIAN COORDINATES (ANGSTROEM)
C1 0.579 1.153 -0.024
C2 -0.820 1.230 0.011
C3 -1.311 0.012 -0.015
H1 1.839 -0.633 1.349
H2 2.033 -1.679 -0.391
H3 1.604 1.621 -0.122
H4 -1.466 2.133 -0.178
H5 -2.410 -1.679 -0.459
N1 2.002 -0.580 0.145
N2 0.712 -0.171 -0.306
N3 -0.240 -0.858 -0.181
O1 -2.521 -0.547 0.171

## Properties
Highest occupied orbital energy: -8.4 eV
Frontier orbital gap: 8.7 eV

Here are the Löwdin charges for atoms 1 to 6, given in e: -0.0557, -0.0535, -0.4591, 0.1811, 0.1762, 0.1358

=====

Entry Q
This record from OMol25 describes a single C3H5N3O molecule. The level of theory is ωB97M-V/def2-TZVPD.

CARTESIAN COORDINATES (ANGSTROEM)
N1 2.014 0.008 0.210
C1 0.647 0.046 0.122
C2 -0.099 1.224 0.068
N2 -1.438 0.724 0.117
C3 -1.516 -0.637 0.105
O1 -2.480 -1.376 0.137
N3 -0.156 -1.044 0.064
H1 2.534 -0.474 -0.508
H2 2.393 0.922 0.427
H3 0.292 1.265 -0.997
H4 -2.265 1.289 0.225
H5 0.128 -2.006 0.014

## Properties
SMILES: Nc1c[nH]c(=O)[nH]1
Highest occupied orbital energy: -8.2 eV
Frontier orbital gap: 8.8 eV

Here are the Löwdin charges for atoms 1 to 6, given in e: 0.1308, -0.4225, -0.1201, 0.0681, -0.5263, 0.0515

=====

Most stable pick: entry Q. Distance to second place: 120.0 kcal/mol.

=====

Entry P
This record from OMol25 describes a single C3H4S molecule. The level of theory is ωB97M-V/def2-TZVPD.

CARTESIAN COORDINATES (ANGSTROEM)
S1 2.067 0.343 -0.003
C1 0.268 0.306 -0.547
C2 -0.938 0.647 0.272
C3 -0.745 -0.632 0.093
H1 1.783 -0.750 0.831
H2 0.139 0.282 -1.631
H3 -1.623 1.464 0.556
H4 -0.952 -1.659 0.430

## Properties
SMILES: SC1C=C1
Highest occupied orbital energy: -9.0 eV
Frontier orbital gap: 10.1 eV

Here are the Löwdin charges for atoms 1 to 6, given in e: 0.6223, -0.6340, -0.0711, -0.0759, -0.1188, 0.0652

=====

Entry Q
This record from OMol25 describes a single C3H4S molecule. The level of theory is ωB97M-V/def2-TZVPD.

CARTESIAN COORDINATES (ANGSTROEM)
S1 -0.986 0.810 1.487
C1 -0.226 0.243 -0.232
C2 0.277 -1.111 -0.564
C3 1.127 -0.294 -0.005
H1 -1.967 1.419 0.964
H2 -0.357 1.040 -1.076
H3 0.025 -2.135 -0.812
H4 2.108 0.027 0.238

## Properties
SMILES: SC1C=C1
Highest occupied orbital energy: -8.9 eV
Frontier orbital gap: 10.0 eV

Here are the Löwdin charges for atoms 1 to 6, given in e: 0.6460, -0.5574, -0.0481, -0.1001, -0.2461, 0.1135

=====

Most stable pick: entry P. Distance to second place: 4.4 kcal/mol.

=====

Entry P
This record from OMol25 describes 2 unconnected molecules or ions with the total composition C3H4S. The level of theory is ωB97M-V/def2-TZVPD.

CARTESIAN COORDINATES (ANGSTROEM)
C1 1.343 -0.420 -0.533
C2 0.981 0.559 0.222
C3 -1.788 0.037 0.225
S1 -3.193 -0.454 -0.288
H1 2.474 -0.558 -0.499
H2 0.619 -1.092 -1.165
H3 1.488 1.212 0.958
H4 -1.923 0.716 1.080

## Properties
Highest occupied orbital energy (spin up / spin down): -8.4 / -8.4 eV
Frontier orbital gap (spin up / spin down): 7.6 / 8.1 eV

Here are the Löwdin charges for atoms 1 to 6, given in e: -0.1665, -0.0413, -0.5848, 0.6414, 0.0658, 0.0827

=====

Entry Q
This record from OMol25 describes 2 unconnected molecules or ions with the total composition C3H4S. The level of theory is ωB97M-V/def2-TZVPD.

CARTESIAN COORDINATES (ANGSTROEM)
C1 1.145 -0.731 0.144
C2 1.458 0.517 0.503
C3 0.409 0.343 -0.454
S1 -2.618 -0.065 0.102
H1 1.271 -1.779 0.269
H2 2.058 1.188 1.069
H3 -0.721 0.472 -0.468
H4 -3.002 0.057 -1.164

## Properties
Highest occupied orbital energy (spin up / spin down): -7.6 / -7.5 eV
Frontier orbital gap (spin up / spin down): 6.6 / 6.3 eV

Here are the Löwdin charges for atoms 1 to 6, given in e: 0.0505, 0.0517, 0.0374, 0.1051, 0.1125, 0.1065

=====

Most stable pick: entry Q. Distance to second place: 18.4 kcal/mol.

=====

Entry P
This record from OMol25 describes 2 unconnected molecules or ions with the total composition C5H7N. The level of theory is ωB97M-V/def2-TZVPD.

CARTESIAN COORDINATES (ANGSTROEM)
N1 -1.722 -2.036 -0.556
C1 -0.937 -1.239 -0.859
C2 0.064 -0.261 -1.310
C3 1.077 0.086 -0.246
C4 -1.268 -0.203 1.753
C5 1.462 1.328 0.012
H1 -0.465 0.638 -1.644
H2 0.565 -0.690 -2.188
H3 1.492 -0.753 0.308
H4 -1.271 -1.013 2.515
H5 -2.285 0.233 1.868
H6 1.024 2.180 -0.504
H7 2.198 1.541 0.780

## Properties
Highest occupied orbital energy (spin up / spin down): -9.2 / -9.2 eV
Frontier orbital gap (spin up / spin down): 8.5 / 8.5 eV

Here are the Löwdin charges for atoms 1 to 6, given in e: 0.1437, -0.2611, -0.1940, -0.2320, 0.1888, -0.0091

=====

Entry Q
This record from OMol25 describes a single C5H7N molecule. The level of theory is ωB97M-V/def2-TZVPD.

CARTESIAN COORDINATES (ANGSTROEM)
C1 2.811 -0.261 -0.242
C2 1.733 0.294 0.289
C3 0.366 -0.372 0.262
C4 -0.666 0.592 -0.287
C5 -2.001 0.024 -0.102
N1 -3.069 -0.340 0.066
H1 3.788 0.242 -0.094
H2 2.878 -1.270 -0.745
H3 1.840 1.242 0.912
H4 0.114 -0.648 1.315
H5 0.461 -1.333 -0.378
H6 -0.599 1.506 0.316
H7 -0.454 0.986 -1.314

## Properties
SMILES: C=CCCC#N
Highest occupied orbital energy: -10.3 eV
Frontier orbital gap: 11.2 eV

Here are the Löwdin charges for atoms 1 to 6, given in e: -0.0241, -0.2205, -0.2376, -0.2106, -0.2433, 0.1431

=====

Entry R
This record from OMol25 describes a single C5H7N molecule. The level of theory is ωB97M-V/def2-TZVPD.

CARTESIAN COORDINATES (ANGSTROEM)
H1 -2.378 1.447 0.631
N1 -2.438 0.701 -0.049
C1 -1.398 -0.003 -0.075
C2 -0.608 -1.054 -0.628
C3 0.347 -1.323 0.553
C4 0.069 0.090 0.274
C5 1.191 1.043 -0.129
H2 -0.572 -1.260 -1.755
H3 0.045 -1.667 1.532
H4 1.389 -1.434 0.399
H5 1.622 0.664 -1.123
H6 1.912 0.777 0.531
H7 0.819 2.017 -0.160

## Properties
SMILES: [H]/N=C1/[C@@H]2C[C@]12C
Highest occupied orbital energy: -8.9 eV
Frontier orbital gap: 9.9 eV

Here are the Löwdin charges for atoms 1 to 6, given in e: 0.0449, 0.1141, -0.3407, -0.0440, -0.0669, -0.2674

=====

Entry S
This record from OMol25 describes a single C5H7N molecule. The level of theory is ωB97M-V/def2-TZVPD.

CARTESIAN COORDINATES (ANGSTROEM)
C1 -0.193 0.015 -1.287
C2 1.018 0.249 -0.771
C3 1.067 0.159 0.687
N1 0.080 0.823 1.495
C4 -0.419 -0.460 1.054
C5 -1.194 -0.473 -0.259
H1 -0.463 0.218 -2.317
H2 1.906 0.504 -1.336
H3 1.998 -0.041 1.230
H4 -0.318 1.539 0.890
H5 0.320 -1.245 1.277
H6 -1.587 -1.467 -0.502
H7 -2.081 0.188 -0.216

## Properties
SMILES: C1=C[C@H]2N[C@H]2C1
Highest occupied orbital energy: -7.9 eV
Frontier orbital gap: 9.0 eV

Here are the Löwdin charges for atoms 1 to 6, given in e: -0.0998, -0.0854, -0.2776, 0.0265, -0.1938, -0.1609

=====

Most stable pick: entry Q. Distance to second place: 51.3 kcal/mol.

=====

Entry P
This record from OMol25 describes a single C5H7N molecule. The level of theory is ωB97M-V/def2-TZVPD.

CARTESIAN COORDINATES (ANGSTROEM)
C1 -1.863 0.144 -0.009
N1 -0.428 0.167 0.133
C2 0.202 -1.034 0.329
C3 1.529 -0.872 0.084
C4 1.728 0.494 -0.235
C5 0.500 1.108 -0.209
H1 -2.376 0.656 0.835
H2 -1.982 -0.933 -0.165
H3 -2.183 0.647 -0.922
H4 -0.283 -1.813 0.902
H5 2.269 -1.650 0.155
H6 2.672 0.963 -0.454
H7 0.215 2.122 -0.445

## Properties
SMILES: Cn1cccc1
Highest occupied orbital energy: -8.3 eV
Frontier orbital gap: 9.3 eV

Here are the Löwdin charges for atoms 1 to 6, given in e: -0.0354, -0.1901, -0.1378, -0.1054, -0.1049, -0.1036

=====

Entry Q
This record from OMol25 describes a single C5H7N molecule. The level of theory is ωB97M-V/def2-TZVPD.

CARTESIAN COORDINATES (ANGSTROEM)
C1 -0.409 0.525 1.618
C2 0.013 -0.534 0.610
C3 -0.640 -0.558 -0.647
C4 0.006 -0.114 -1.767
C5 1.391 0.299 -1.824
N1 2.511 0.653 -1.942
H1 -0.354 1.596 1.152
H2 0.258 0.564 2.541
H3 -1.515 0.535 2.102
H4 -0.047 -1.506 1.178
H5 1.106 -0.426 0.432
H6 -1.701 -0.905 -0.765
H7 -0.619 -0.129 -2.686

## Properties
SMILES: CC/C=C\C#N
Highest occupied orbital energy: -10.0 eV
Frontier orbital gap: 10.4 eV

Here are the Löwdin charges for atoms 1 to 6, given in e: -0.1338, -0.3231, -0.1328, -0.0978, -0.2243, 0.1393

=====

Most stable pick: entry P. Distance to second place: 17.8 kcal/mol.

=====

Entry P
This record from OMol25 describes a single C5H7N molecule. The level of theory is ωB97M-V/def2-TZVPD.

CARTESIAN COORDINATES (ANGSTROEM)
C1 2.504 -0.915 -0.149
C2 1.359 -0.568 -0.349
C3 0.001 -0.008 -0.696
C4 -1.457 -0.654 -0.467
N1 -0.395 1.191 0.000
C5 -0.078 1.392 1.203
H1 3.502 -1.277 0.046
H2 0.028 0.131 -1.784
H3 -1.538 -1.631 -0.920
H4 -2.181 0.032 -0.948
H5 -1.787 -0.686 0.585
H6 -0.727 2.066 1.759
H7 0.768 0.926 1.719

## Properties
SMILES: C#C[C@@H](C)N=C
Highest occupied orbital energy: -9.6 eV
Frontier orbital gap: 10.7 eV

Here are the Löwdin charges for atoms 1 to 6, given in e: 0.1022, -0.0896, -0.3682, -0.0553, -0.0522, -0.0573

=====

Entry Q
This record from OMol25 describes a single C5H7N molecule. The level of theory is ωB97M-V/def2-TZVPD.

CARTESIAN COORDINATES (ANGSTROEM)
C1 1.217 -0.291 0.554
C2 0.416 -0.730 -0.611
C3 0.678 0.860 -0.197
C4 -0.836 0.955 -0.109
N1 -1.633 -0.343 0.805
C5 -1.075 -0.414 -0.495
H1 2.276 -0.445 0.360
H2 0.941 -0.440 1.591
H3 0.778 -1.470 -1.326
H4 1.318 1.727 -0.434
H5 -1.370 1.871 -0.370
H6 -0.972 -0.607 1.534
H7 -1.739 -0.674 -1.303

## Properties
SMILES: C1[C@@H]2[C@H]1[C@@H]1N[C@H]21
Highest occupied orbital energy: -8.3 eV
Frontier orbital gap: 9.4 eV

Here are the Löwdin charges for atoms 1 to 6, given in e: -0.1605, -0.0994, -0.1328, -0.0839, 0.1173, -0.4040

=====

Most stable pick: entry P. Distance to second place: 26.0 kcal/mol.